one.
Below is a molecular structure, C3H5NO, with properties calculated with ωB97M-V with the def2-TZVPD basis set.

Element x y z (Å)
1 C -0.51478 0.45050 0.38501
2 C -1.38271 -0.47422 -0.05357
3 H -1.19554 -1.53084 0.10007
4 H -2.30260 -0.23382 -0.57463
5 H -0.75519 1.50151 0.26619
6 H 0.19451 -0.01700 1.30391
7 N 1.74647 0.24833 -1.04585
8 C 1.42826 0.02093 0.12230
9 O 1.73961 -0.52392 1.19316
10 H 1.04197 0.55851 -1.69660

LUMO energy in eV: -0.35
Gap between HOMO and LUMO in eV: 9.81

***

two.
Below is a molecular structure, C3H5NO, with properties calculated with ωB97M-V with the def2-TZVPD basis set.

Element x y z (Å)
1 O -0.95428 -1.69894 -0.82098
2 C -0.23585 -0.82748 -0.40049
3 C -0.12120 -0.25927 1.01484
4 C 0.24361 1.12586 0.52117
5 N 0.55498 0.01829 -1.16007
6 H -1.08319 -0.36490 1.52146
7 H 0.66900 -0.73521 1.60361
8 H -0.65519 1.70813 0.26927
9 H 1.08653 0.83239 -0.50593
10 H 0.31075 0.15917 -2.13769

LUMO energy in eV: -0.07
Gap between HOMO and LUMO in eV: 9.31

***

three.
Below is a single C3H5NO molecule, with properties calculated with ωB97M-V with the def2-TZVPD basis set.

Element x y z (Å)
1 C -1.32735 0.99459 0.52593
2 O -0.83200 0.19595 -0.56149
3 C 0.38405 -0.27230 -0.37785
4 N 1.35888 -0.21658 0.40920
5 C 1.40258 -1.18103 -0.79934
6 H -1.13216 2.05521 0.34463
7 H -0.85127 0.68306 1.45866
8 H -2.40382 0.82069 0.56895
9 H 2.08549 -0.93136 -1.61005
10 H 1.32989 -2.24455 -0.57187

LUMO energy in eV: 0.99
SMILES: COC1=NC1
Gap between HOMO and LUMO in eV: 10.97

***

four.
Below is 2 unconnected molecules or ions with the total composition C3H5NO, with properties calculated with ωB97M-V with the def2-TZVPD basis set.

Element x y z (Å)
1 O 1.46030 -0.27708 1.31013
2 C 2.25219 -0.17691 0.36210
3 C 1.72105 0.63533 -0.65185
4 C -2.32077 0.11762 -0.13648
5 N -1.08504 -0.11829 -0.27983
6 H 3.28676 -0.55909 0.39244
7 H 1.00993 0.17538 -1.34619
8 H -2.93603 0.30903 -1.01953
9 H -2.83947 0.14828 0.82946
10 H -0.61908 -0.26435 0.61995

LUMO energy in eV: -1.12
Gap between HOMO and LUMO in eV: 8.44

***

Relative energies in hartree: one 0.0393; two 0.0577; three 0.0000; four 0.1077